Entry 1:
# C5H12O2

3 unconnected molecules or ions with the total composition C5H12O2 in a non-equilibrium geometry (ωB97M-V with the def2-TZVPD basis set, the OMol25 dataset).

Geometry (Å):
1 C 0.30445 -2.24434 -1.57849
2 C 0.39160 -0.79192 -1.44536
3 C -0.70785 -0.10555 -1.05013
4 C -0.65338 1.27042 -0.76586
5 C 0.31157 2.04998 -0.18951
6 H 1.04769 -2.60208 -2.15888
7 H -0.51764 -2.44715 -2.18074
8 H 0.13291 -2.87172 -0.70720
9 H 1.38177 -0.31009 -1.44604
10 H -1.67441 -0.60446 -0.84199
11 H -1.56082 1.83357 -1.02159
12 H 0.11180 3.09908 0.03506
13 H 1.30890 1.58340 0.10928
14 H 1.72372 0.05932 1.53823
15 H 1.79252 1.44209 2.33517
16 O 2.14781 0.59273 2.25134
17 H -1.79067 -0.39869 0.84214
18 H -1.93479 -1.33048 2.10609
19 O -1.88522 -0.40828 1.69448

Summary:
- relative energy (zero: lowest compared OMol25 entry of this formula, charge and spin) (kJ/mol) = 320.6
- E_tot (Eh) = -348.082689
- 2S+1 = 1
- structure (SMILES) = C=C/C=C/C.O.O

---

Entry 2:
# F2FeH18O11P

A molecular structure, F2FeH18O11P in a non-equilibrium geometry (ωB97M-V with the def2-TZVPD basis set, the OMol25 dataset).

Geometry (Å):
1 Fe 19.50216 -15.89771 -18.38497
2 O 18.98890 -16.61735 -19.92872
3 P 18.53736 -18.13622 -20.32068
4 O 18.93917 -17.63258 -18.93366
5 F 19.71785 -18.03994 -21.31608
6 F 17.52076 -17.22138 -21.20585
7 O 21.19269 -15.05358 -19.22045
8 H 21.35256 -14.60864 -20.07873
9 H 21.94915 -14.84311 -18.61489
10 O 17.85278 -16.03373 -16.96312
11 H 16.90210 -15.71628 -17.12931
12 H 17.90312 -16.06201 -16.01084
13 O 15.22948 -16.68195 -22.34211
14 H 15.89751 -17.11467 -21.82173
15 H 14.58521 -17.39484 -22.48053
16 O 15.99870 -14.52508 -20.13138
17 H 15.72970 -14.28995 -21.01186
18 H 16.61517 -15.16328 -20.48006
19 O 18.55571 -14.07520 -19.04018
20 H 18.04950 -13.43599 -18.51753
21 H 18.74047 -13.60667 -19.88143
22 O 21.08632 -17.00133 -17.40361
23 H 21.60741 -16.52484 -16.67496
24 H 20.67914 -17.73972 -17.00535
25 O 18.86023 -14.79940 -21.78398
26 H 18.80744 -15.57646 -21.21484
27 H 18.26742 -14.93283 -22.49161
28 O 15.67078 -17.83249 -19.34047
29 H 15.45218 -17.25633 -18.59990
30 H 15.02462 -18.49501 -19.06317
31 O 16.23920 -19.55905 -22.15615
32 H 15.35184 -19.74772 -21.88676
33 H 16.39854 -19.70671 -23.08429

Summary:
- relative energy (zero: lowest compared OMol25 entry of this formula, charge and spin) (kJ/mol) = 0.0
- net charge = +2
- E_tot (Eh) = -2642.446907
- 2S+1 = 6

---

Entry 3:
# C50H46NO11P

3 unconnected molecules or ions with the total composition C50H46NO11P in a non-equilibrium geometry (ωB97M-V with the def2-TZVPD basis set, the OMol25 dataset).

Geometry (Å):
1 C -0.27516 -2.68228 -1.52020
2 C 0.75783 -3.62776 -0.76087
3 O 0.54150 -3.46131 0.67100
4 P 1.30130 -2.12344 1.28292
5 O 2.02531 -1.30268 0.26831
6 C 2.50818 -2.71524 2.58661
7 C 3.91575 -2.04835 2.34303
8 C 3.96943 -0.54321 2.82011
9 C 4.62773 0.37828 1.87935
10 C 4.77520 1.79744 2.22032
11 C 5.50290 2.81254 1.26888
12 C 4.60377 3.24113 0.03962
13 C 4.47260 2.01152 -0.95144
14 C 4.73018 2.42684 -2.48116
15 C 3.02116 1.39640 -0.87044
16 C 4.23784 2.22282 3.51235
17 C 3.57881 1.30000 4.46364
18 C 3.43404 -0.11211 4.11158
19 C 3.08869 1.87638 5.83412
20 O 2.08914 1.49139 6.38662
21 C 3.99951 3.01280 6.41198
22 C 4.60657 3.85568 5.53982
23 C 5.57454 5.00383 5.95143
24 O 6.92108 4.60595 5.49556
25 N 7.12823 3.35466 6.07330
26 O 7.67617 2.63628 5.32175
27 C 4.34972 3.70511 3.99601
28 O 4.21849 4.66765 3.28053
29 O 0.22970 -1.08200 2.05465
30 C -0.98579 -1.76480 2.48487
31 C -0.70511 -2.88526 3.55999
32 H -1.13171 -3.31559 -1.85932
33 H 0.25160 -2.15646 -2.35264
34 H -0.66089 -1.93073 -0.78141
35 H 0.51194 -4.70042 -0.99299
36 H 1.81811 -3.43886 -1.06760
37 H 2.18495 -2.42520 3.62128
38 H 2.63978 -3.82160 2.46548
39 H 4.75174 -2.55969 2.90442
40 H 4.20269 -2.08619 1.26106
41 H 5.03040 0.00333 0.90811
42 H 6.46049 2.30115 0.95614
43 H 5.83728 3.73674 1.81553
44 H 5.05175 4.10762 -0.50868
45 H 3.60669 3.55803 0.45844
46 H 5.27814 1.25439 -0.72721
47 H 3.78188 2.87864 -2.86248
48 H 5.58167 3.16067 -2.45893
49 H 5.01503 1.48164 -3.01511
50 H 2.96350 0.46745 -1.49106
51 H 2.32512 2.15287 -1.36809
52 H 2.69701 1.19130 0.18365
53 H 2.92928 -0.80926 4.82253
54 H 4.15574 3.11942 7.51339
55 H 5.32266 5.97469 5.44945
56 H 5.66292 5.15033 7.05816
57 H -1.48714 -2.17891 1.57351
58 H -1.68755 -1.01658 2.94145
59 H -0.39613 -3.86351 3.09888
60 H -1.64135 -3.07255 4.14695
61 H 0.07767 -2.55671 4.29975
62 C -3.38826 1.14467 -7.91996
63 C -3.42841 2.46859 -8.34898
64 C -2.88425 3.47177 -7.56064
65 C -2.30772 3.15698 -6.33355
66 C -2.28913 1.83284 -5.89273
67 C -2.82088 0.82687 -6.69484
68 C -1.72200 1.48736 -4.56461
69 O -1.70228 0.33290 -4.18195
70 C -1.18808 2.57657 -3.70980
71 C -0.70526 2.27808 -2.43911
72 C -0.19175 3.28668 -1.63693
73 C -0.14955 4.59756 -2.10412
74 C -0.63480 4.90140 -3.36801
75 C -1.16398 3.89433 -4.17055
76 C -1.71235 4.23627 -5.50613
77 O -1.68034 5.38135 -5.91466
78 H -3.80575 0.36066 -8.54110
79 H -3.88325 2.71692 -9.30088
80 H -2.91301 4.50011 -7.90068
81 H -2.79665 -0.20405 -6.36251
82 H -0.73230 1.25907 -2.07092
83 H 0.17919 3.05273 -0.64578
84 H 0.25874 5.38337 -1.47904
85 H -0.60453 5.92360 -3.72598
86 C -9.34803 -2.59336 1.03474
87 C -8.55606 -2.17954 2.10242
88 C -7.20324 -2.48502 2.12408
89 C -6.63831 -3.21640 1.08329
90 C -7.43753 -3.65192 0.02471
91 C -8.79111 -3.32828 -0.00151
92 C -6.86027 -4.47463 -1.06825
93 O -7.55467 -4.85110 -1.99223
94 C -5.42197 -4.83642 -1.00775
95 C -4.87686 -5.65454 -1.99345
96 C -3.53029 -5.98770 -1.95282
97 C -2.72059 -5.49715 -0.93221
98 C -3.26160 -4.68531 0.05589
99 C -4.61384 -4.36133 0.02602
100 C -5.18665 -3.52230 1.10753
101 O -4.47905 -3.09690 2.00189
102 H -10.40307 -2.34612 1.01474
103 H -8.99534 -1.61611 2.91735
104 H -6.58960 -2.15651 2.95440
105 H -9.41238 -3.65277 -0.82764
106 H -5.50215 -6.03623 -2.79176
107 H -3.10917 -6.62894 -2.71850
108 H -1.66726 -5.75188 -0.90520
109 H -2.62691 -4.31044 0.85084

Summary:
- E_tot (Eh) = -3156.597237
- 2S+1 = 1
- structure (SMILES) = CCOP(=O)(CCc1cc(CCC(C)C)c2c(c1)C(=O)C=C(CON=O)C2=O)OCC.O=C1c2ccccc2C(=O)c2ccccc21.O=C1c2ccccc2C(=O)c2ccccc21